(P)
# C5H14O

A cluster of 2 separate species, C5H14O in total (ωB97M-V/def2-TZVPD, OMol25).

Geometry (Å):
C -0.1369 0.8343 -0.2703
C 0.9075 1.8296 0.2489
C 1.1807 1.7638 1.6922
O 2.1919 1.6371 -0.3656
H -0.2577 0.9883 -1.3360
H -1.0982 1.0131 0.0058
H 0.0766 -0.1772 -0.0524
H 0.7721 2.9672 -0.0946
H 2.1194 1.1968 1.7393
H 1.5595 2.7554 2.0752
H 0.3620 1.4448 2.2312
H 2.2343 0.8518 -0.9228
C -1.9391 -3.4849 -0.1583
C -1.9220 -2.2334 -1.0607
H -1.3630 -3.2331 0.7638
H -3.0497 -3.4860 0.2419
H -2.0116 -4.3520 -0.7720
H -2.7693 -1.3645 -1.0026
H -1.5615 -2.2799 -2.0867
H -1.0897 -1.6778 -0.5762

Spin multiplicity ... 1
HOMO ... -10.010 eV
Frontier orbital gap ... 10.9 eV
Charge ... 0
SMILES string ... CC(C)O.CC

Here are the Löwdin charges for atoms 1 to 8, given in e: -0.051 -0.485 -0.072 -0.089 0.089 0.045 0.054 0.172

---

(Q)
# C5H14O

A cluster of 2 separate species, C5H14O in total (ωB97M-V/def2-TZVPD, OMol25).

Geometry (Å):
C -0.1444 -3.2390 -0.3840
C 0.6786 -2.3508 -1.3178
C -0.2700 -1.6160 -2.2699
H -0.9045 -2.7452 0.2155
H -0.5272 -4.1479 -0.8545
H 0.5588 -3.6579 0.3509
H 1.5272 -2.8944 -1.7165
H 1.0252 -1.5353 -0.6727
H -0.2741 -2.1663 -3.2051
H -0.0755 -0.6143 -2.6487
H -1.3239 -1.7168 -2.0221
C -1.1208 2.7048 0.7464
C 0.0026 1.8303 1.2164
O 0.9166 2.7373 1.9342
H -1.7220 3.0097 1.6060
H -1.7501 2.1244 0.0717
H -0.8055 3.6465 0.3257
H -0.2135 1.1065 1.9938
H 0.6357 1.3925 0.4467
H 1.4391 2.2093 2.5486

Spin multiplicity ... 1
HOMO ... -10.208 eV
Frontier orbital gap ... 11.1 eV
Charge ... 0
SMILES string ... CCC.CCO

Here are the Löwdin charges for atoms 1 to 8, given in e: -0.144 -0.300 -0.134 0.069 0.070 0.065 0.100 0.086

---

(R)
# C5H14O

A cluster of 2 separate species, C5H14O in total (ωB97M-V/def2-TZVPD, OMol25).

Geometry (Å):
C -0.0765 -0.3687 -4.6989
C 0.9898 -0.3554 -3.5850
C 2.0513 -1.4506 -3.7183
H -0.8975 -1.0416 -4.4668
H 0.4269 -0.5530 -5.6558
H -0.4457 0.6477 -4.8533
H 0.5245 -0.4090 -2.5996
H 1.4031 0.6461 -3.6894
H 1.5694 -2.4257 -3.7496
H 2.4975 -1.2949 -4.7053
H 2.7909 -1.3510 -2.9361
C -0.7032 0.1601 4.6821
C -1.1908 1.4366 5.3545
O -2.3717 1.9626 4.7554
H 0.2878 0.2264 4.2304
H -0.6458 -0.6619 5.3973
H -1.3634 -0.0795 3.8508
H -0.4969 2.2563 5.2130
H -1.2811 1.3549 6.4442
H -3.0684 1.3006 4.7303

Spin multiplicity ... 1
HOMO ... -10.375 eV
Frontier orbital gap ... 11.5 eV
Charge ... 0
SMILES string ... CCC.CCO

Here are the Löwdin charges for atoms 1 to 8, given in e: -0.127 -0.330 -0.122 0.065 0.069 0.062 0.094 0.091

---

Quick one: most stable of them? (R)

---

(P)
# C25H25NOTc

A structure of composition C25H25NOTc (ωB97M-V/def2-TZVPD, OMol25).

Geometry (Å):
Tc -0.9047 -0.1661 0.8344
C -2.4008 -1.1832 -0.9011
C -2.5110 -2.0474 0.1995
C -1.2689 -2.6627 0.4206
C -0.3455 -2.2177 -0.5551
C -1.0583 -1.2463 -1.3760
C -0.5858 -0.4717 -2.5711
C 1.0521 -2.8083 -0.6183
C -0.9723 -3.6313 1.5284
C -3.7158 -2.3104 1.0318
C -3.4753 -0.2980 -1.4553
H -0.9228 0.5610 -2.4671
H -0.9554 -0.9073 -3.5025
H 1.2029 -0.5733 -3.1186
H 1.5920 -2.6306 0.3129
H 1.6743 -2.4492 -1.4273
H 0.9745 -3.8913 -0.7503
H -0.7590 -3.1153 2.4650
H -0.1122 -4.2555 1.2884
H -1.8243 -4.2904 1.7018
H -3.5061 -2.0902 2.0824
H -4.0180 -3.3572 0.9563
H -4.5614 -1.6950 0.7327
H -4.4014 -0.4079 -0.8956
H -3.6845 -0.5385 -2.5003
H -3.1863 0.7520 -1.4084
C -0.5170 2.4682 4.4614
C 0.5064 3.3599 4.1675
C 1.1477 3.2598 2.9507
C 0.7785 2.2652 2.0375
C -0.2487 1.3693 2.3057
C -0.8824 1.5004 3.5411
C 1.4216 2.1438 0.7179
C 2.3811 3.0997 0.3036
C 2.9537 3.0347 -0.9175
C 2.6309 1.9546 -1.7736
C 3.3574 1.7462 -2.9671
C 3.2311 0.5814 -3.6479
C 2.3398 -0.4533 -3.4029
C 1.3363 -0.1620 -1.9824
C 1.6986 1.0442 -1.2979
N 1.0434 1.1482 -0.0636
H -1.0332 2.5337 5.4117
H 0.7929 4.1232 4.8793
H 1.9379 3.9622 2.7255
H -1.6903 0.8290 3.8002
H 2.6401 3.8990 0.9781
H 3.6959 3.7584 -1.2300
H 4.1121 2.4659 -3.2496
H 3.9201 0.3956 -4.4647
H 2.3240 -1.4116 -3.9062
H 0.9149 -0.8786 -1.3502
O -2.1185 -0.1053 1.9661

Spin multiplicity ... 2
HOMO (alpha / beta) ... -6.845 / -6.857 eV
Frontier orbital gap (alpha / beta) ... 6.8 / 6.4 eV
Charge ... 0

Here are the Löwdin charges for atoms 1 to 8, given in e: 1.462 -0.279 -0.313 -0.279 -0.264 -0.311 -0.002 -0.041

---

(Q)
# C25H25NOTc

A structure of composition C25H25NOTc (ωB97M-V/def2-TZVPD, OMol25).

Geometry (Å):
Tc -0.9415 -0.1969 -0.1341
C -1.3133 0.9952 -1.9222
C -2.3756 1.3171 -1.0352
C -1.8061 1.9393 0.1263
C -0.4097 1.9717 -0.0075
C -0.0743 1.3486 -1.2706
C 1.2858 1.3095 -1.8946
C 0.5783 2.6276 0.9089
C -2.6056 2.4439 1.2872
C -3.8411 1.1565 -1.2940
C -1.4442 0.5123 -3.3318
H 1.5085 2.2356 -2.4331
H 1.3633 0.4806 -2.5984
H 2.0615 1.1698 -1.1396
H 0.7964 3.6475 0.5794
H 1.5227 2.0823 0.9306
H 0.2134 2.6827 1.9356
H -3.1438 3.3580 1.0241
H -1.9695 2.6738 2.1428
H -3.3536 1.7124 1.6035
H -4.2707 2.0679 -1.7213
H -4.3838 0.9362 -0.3742
H -4.0319 0.3421 -1.9921
H -2.3812 -0.0243 -3.4819
H -0.6354 -0.1675 -3.5950
H -1.4258 1.3529 -4.0317
C -0.3498 -3.4596 -3.0997
C 1.0165 -3.7251 -2.9389
C 1.7117 -3.0935 -1.9327
C 1.0455 -2.1942 -1.0867
C -0.3149 -1.8553 -1.2595
C -0.9880 -2.5403 -2.2908
C 1.6462 -1.6213 0.1054
C 2.9838 -1.7969 0.5567
C 3.3838 -1.2909 1.7531
C 2.4335 -0.6675 2.6103
C 2.7138 -0.1978 3.9124
C 1.7102 0.3185 4.6873
C 0.3798 0.3495 4.2208
C 0.0979 -0.0959 2.9592
C 1.1299 -0.5528 2.1097
N 0.7886 -0.9077 0.8416
H -0.9056 -3.9713 -3.8773
H 1.5176 -4.4272 -3.5925
H 2.7653 -3.3101 -1.7949
H -2.0383 -2.3326 -2.4699
H 3.6844 -2.3240 -0.0759
H 4.4098 -1.3914 2.0851
H 3.7260 -0.2636 4.2909
H 1.9250 0.6764 5.6852
H -0.4196 0.6895 4.8696
H -1.8104 0.2207 3.0107
O -1.1655 -0.2103 2.4396

Spin multiplicity ... 2
HOMO (alpha / beta) ... -6.374 / -6.349 eV
Frontier orbital gap (alpha / beta) ... 6.4 / 6.3 eV
Charge ... 0

Here are the Löwdin charges for atoms 1 to 8, given in e: 1.257 -0.330 -0.312 -0.301 -0.307 -0.351 -0.029 -0.027

---

Quick one: most stable of them? (Q)

---

(P)
# C4H10NO2

The ion C4H10NO2 with charge -1 (ωB97M-V/def2-TZVPD, OMol25).

Geometry (Å):
C -2.1563 0.5197 1.0084
C -1.0326 0.1252 0.0626
O -1.0131 -1.2627 -0.1180
C 0.3631 0.6681 0.5044
N 1.5211 0.4330 -0.3770
C 1.8362 -0.8217 -1.2770
O 0.7926 -1.5114 -1.6132
H -3.0591 0.1391 0.5716
H -2.0479 -0.0455 1.9537
H -2.2603 1.5625 1.3122
H -1.0547 0.7105 -0.9117
H -0.1267 -1.4484 -0.5431
H 0.5159 0.4745 1.5734
H 0.2476 1.7735 0.4612
H 2.3452 0.3582 0.2063
H 2.6890 -1.2454 -0.6544
H 2.4400 -0.4293 -2.1594

Spin multiplicity ... 1
HOMO ... -3.145 eV
Frontier orbital gap ... 7.3 eV
Charge ... -1
SMILES string ... C[C@H](O)CNC[O-]

Here are the Löwdin charges for atoms 1 to 8, given in e: -0.080 -0.488 -0.089 -0.237 -0.070 -0.496 -0.222 0.055

---

(Q)
# C4H10NO2

The ion C4H10NO2 with charge -1 (ωB97M-V/def2-TZVPD, OMol25).

Geometry (Å):
C -0.2451 1.7257 -0.2172
C -0.1677 0.1574 0.0066
C -1.4378 -0.6506 -0.4494
C 1.1518 -0.3870 -0.6071
O 1.4903 -1.7112 -0.4344
N -0.0875 -0.0466 1.4955
O 0.1173 -1.4644 1.7626
H -0.6021 2.3119 0.5891
H 0.7371 2.0170 -0.5134
H -0.8489 1.8402 -1.0740
H -1.0012 -1.6442 -0.1588
H -1.8000 -0.4474 -1.4868
H -2.1745 -0.4729 0.2468
H 1.3618 -0.0703 -1.7512
H 2.0361 0.2719 -0.1525
H 0.6965 0.4252 1.8589
H 0.7738 -1.8547 0.8854

Spin multiplicity ... 1
HOMO ... -3.015 eV
Frontier orbital gap ... 7.0 eV
Charge ... -1
SMILES string ... CC(C)(C[O-])NO

Here are the Löwdin charges for atoms 1 to 8, given in e: -0.042 -0.526 -0.044 -0.423 -0.327 -0.087 -0.251 0.051

---

Quick one: most stable of them? (P)

---

(P)
# C4H10NO2

A cluster of 2 separate species, C4H10NO2 in total (ωB97M-V/def2-TZVPD, OMol25).

Geometry (Å):
C 1.0066 0.8858 -1.0508
O 1.1435 1.7196 0.0991
C 1.6411 -0.4746 -0.9302
C 1.0739 -1.6742 -1.1801
H 1.5064 1.4096 -1.9218
H -0.0462 0.6666 -1.4075
H 0.2836 1.6128 0.7967
H 2.6131 -0.4586 -0.4603
H 1.4898 -2.6514 -0.9079
H 0.1324 -1.6666 -1.7188
N -2.3822 0.0568 0.8580
C -1.0481 -0.1452 1.4738
O -0.3930 1.0287 1.7842
H -2.2733 0.7158 0.0646
H -2.9607 0.5329 1.5251
H -1.3155 -0.8513 2.2862
H -0.4713 -0.7067 0.6899

Spin multiplicity ... 1
HOMO ... -3.488 eV
Frontier orbital gap ... 7.6 eV
Charge ... -1

Here are the Löwdin charges for atoms 1 to 8, given in e: -0.349 -0.197 -0.189 -0.041 0.102 0.106 0.004 0.086

---

(Q)
# C4H10NO2

A cluster of 2 separate species, C4H10NO2 in total (ωB97M-V/def2-TZVPD, OMol25).

Geometry (Å):
C -0.1530 1.9901 0.1728
C 1.9632 -0.9038 0.7833
C -1.4514 -1.2610 -0.8717
C -0.4988 0.8587 -0.7327
N 2.0749 -0.4519 -0.6037
O 2.8706 0.5414 -0.7496
O -1.4274 -0.0658 -0.1529
H -0.0669 1.6218 1.1951
H 0.8181 2.3910 -0.1286
H -0.8767 2.8273 0.1794
H 2.4891 -1.8652 0.8692
H 2.4067 -0.1966 1.4956
H 0.9143 -1.0675 1.0268
H -0.4332 -1.5939 -1.1034
H -1.9979 -1.1420 -1.8236
H -1.9679 -2.0099 -0.2626
H -0.7850 1.1311 -1.7525

Spin multiplicity ... 1
HOMO (alpha / beta) ... -0.962 / -2.131 eV
Frontier orbital gap (alpha / beta) ... 5.0 / 6.2 eV
Charge ... -1

Here are the Löwdin charges for atoms 1 to 8, given in e: -0.135 -0.223 -0.176 -0.224 -0.284 -0.329 -0.225 0.062

---

Quick one: most stable of them? (P)